Below is a 2-piece molecular cluster, C23H38F3Si4 overall in a non-equilibrium geometry, with properties calculated with ωB97M-V/def2-TZVPD.

Summary:
- total charge = +1
- Kohn-Sham gap (eV) = 5.6
- LUMO (eV) = -5.859

Last column: Mulliken charge in e.
CARTESIAN COORDINATES (ANGSTROEM)
C  -3.47340  2.81027  2.26270  -1.080
Si  -2.83639  1.35235  1.26753  0.485
C  -3.61203  -0.26562  1.84063  -0.887
C  -3.29839  1.48422  -0.55651  -0.685
Si  -0.55344  1.22859  1.48123  -0.254
H  -0.12713  -3.28301  -0.63504  0.466
Si  0.74884  2.60720  0.18621  0.496
C  0.74971  4.31663  0.96287  -1.084
C  2.49450  1.90884  0.03675  -0.815
C  0.05411  2.64016  -1.56607  -0.826
Si  0.33114  0.40850  3.43379  0.504
C  0.26851  1.72559  4.76919  -1.080
C  -0.60958  -1.13033  3.97106  -1.030
C  2.09614  -0.16430  3.11611  -0.994
H  -4.56620  2.86159  2.15960  0.373
H  -3.22828  2.70770  3.32767  0.343
H  -3.04637  3.75555  1.90455  0.342
H  -4.70426  -0.13829  1.82948  0.387
H  -3.36216  -1.08425  1.15090  0.174
H  -3.30338  -0.56193  2.84907  0.280
H  -4.39606  1.50268  -0.62374  0.395
H  -2.90528  2.38940  -1.03225  0.330
H  -2.94110  0.61516  -1.12806  -0.016
H  1.36116  4.98822  0.34449  0.372
H  -0.26586  4.72762  1.02455  0.346
H  1.17079  4.29506  1.97600  0.336
H  3.09297  2.61906  -0.55172  0.393
H  2.97980  1.76273  1.00774  0.298
H  2.50106  0.94591  -0.49292  0.093
H  0.70428  3.28769  -2.17214  0.401
H  0.05447  1.63808  -2.01802  0.073
H  -0.96969  3.02754  -1.61164  0.326
H  0.69988  1.31457  5.69270  0.372
H  0.84257  2.61561  4.48230  0.345
H  -0.76302  2.03798  4.97587  0.342
H  -0.17321  -1.47738  4.91926  0.368
H  -1.68135  -0.95671  4.11921  0.294
H  -0.49577  -1.93818  3.23450  0.320
H  2.49230  -0.56428  4.06075  0.371
H  2.12421  -0.97165  2.37060  0.296
H  2.75703  0.63756  2.76933  0.298
F  5.82365  -1.39815  -3.71659  -0.259
C  5.59939  -1.68399  -2.39626  0.859
F  6.39955  -2.74343  -2.07716  -0.271
F  6.07143  -0.61083  -1.67687  -0.252
C  4.14353  -1.94484  -2.12268  0.445
C  3.76868  -3.00403  -1.30353  -0.972
C  2.41473  -3.26096  -1.14928  -0.898
C  1.44125  -2.49432  -1.80128  0.745
C  0.04108  -3.06502  -1.68101  -1.046
C  -1.17637  -2.34805  -2.23891  0.607
C  -2.41241  -2.60129  -1.63634  -0.365
C  -3.60470  -2.23244  -2.25204  -0.628
C  -3.58006  -1.52105  -3.45895  -0.525
C  -2.34792  -1.17086  -4.01506  -0.664
C  -1.15403  -1.61853  -3.42763  -0.467
C  1.83797  -1.34081  -2.48336  0.618
C  3.19810  -1.10215  -2.69892  -1.320
H  4.51829  -3.63425  -0.83961  0.488
H  2.10152  -4.08937  -0.51886  0.441
H  0.05093  -4.07493  -2.16712  0.400
H  -2.42361  -3.13703  -0.68311  0.393
H  -4.56291  -2.48692  -1.79238  0.402
H  -4.50790  -1.22580  -3.94272  0.389
H  -2.29284  -0.56186  -4.91477  0.430
H  -0.20726  -1.43367  -3.93741  0.648
H  1.13010  -0.60873  -2.87152  -0.097
H  3.51874  -0.28282  -3.33515  0.432

Atoms 1-6, force components in eV/Å:
C 0.468 0.170 0.178
Si -1.664 -0.711 -0.828
C 0.175 0.013 0.159
C 0.205 0.167 0.084
Si -0.094 0.601 0.365
H -0.168 -0.053 0.380